227
Properties=species:S:1:pos:R:3:mulliken_charge:R:1 method="wB97M-V/def2-TZVPD" lumo_ev=-1.274 homo_lumo_gap_ev=6.5578
C 0.601 7.206 2.020 -0.421
C -0.188 6.261 1.273 -0.680
C 0.500 5.243 0.519 0.472
C 1.948 5.380 0.362 -0.268
C 2.626 6.291 1.192 -0.474
C 1.967 7.256 1.933 -0.770
N 2.697 4.532 -0.531 1.192
O 3.820 4.254 -0.279 -0.596
O 2.003 4.123 -1.487 -0.548
H 0.140 7.953 2.649 0.406
H -1.262 6.156 1.308 0.572
H 0.030 4.411 0.017 0.155
H 3.699 6.271 1.074 0.536
H 2.498 7.977 2.538 0.390
C -2.748 -5.398 -5.394 -0.492
C -1.786 -6.065 -4.707 -0.652
C -1.762 -5.996 -3.267 -0.166
C -2.716 -5.203 -2.640 -0.196
C -3.418 -4.324 -3.403 -0.183
C -3.533 -4.498 -4.723 -0.494
N -2.739 -5.040 -1.184 1.048
O -3.425 -4.130 -0.763 -0.509
O -1.930 -5.645 -0.548 -0.619
H -2.917 -5.556 -6.449 0.411
H -1.185 -6.759 -5.276 0.480
H -1.014 -6.648 -2.840 0.545
H -4.219 -3.778 -2.926 0.431
H -4.188 -3.851 -5.288 0.431
C -4.425 4.813 2.184 0.157
C -5.032 5.593 3.250 -0.913
C -6.253 6.124 3.092 -0.524
C -6.998 5.810 1.944 -0.210
C -6.416 5.097 0.884 -0.433
C -5.131 4.578 1.068 -0.146
N -8.343 6.380 1.679 1.012
O -8.891 6.053 0.617 -0.594
O -8.799 7.072 2.554 -0.616
H -3.364 4.617 2.228 0.505
H -4.331 5.975 3.978 0.405
H -6.776 6.708 3.835 0.484
H -6.871 4.989 -0.089 0.553
H -4.651 3.865 0.415 0.302
C -7.399 -2.546 -2.219 -0.325
C -8.160 -1.793 -3.170 -0.618
C -8.158 -0.410 -3.145 -0.405
C -7.504 0.184 -2.071 -0.313
C -6.608 -0.516 -1.258 0.233
C -6.601 -1.928 -1.203 -0.880
N -7.465 1.640 -2.030 0.931
O -7.649 2.305 -3.148 -0.582
O -6.975 2.148 -1.086 -0.492
H -7.348 -3.622 -2.292 0.440
H -8.739 -2.268 -3.949 0.379
H -8.664 0.143 -3.922 0.465
H -5.971 -0.035 -0.530 0.627
H -6.073 -2.413 -0.395 0.540
C -2.413 2.827 3.980 -0.488
C -1.379 3.536 3.450 -0.366
C -0.689 4.445 4.305 -0.422
C -0.976 4.398 5.703 0.041
C -2.083 3.658 6.182 -0.950
C -2.712 2.868 5.348 -0.728
N -0.316 5.399 6.606 1.047
O -0.887 5.805 7.642 -0.635
O 0.713 5.873 6.218 -0.581
H -2.947 2.057 3.442 0.595
H -0.985 3.450 2.448 0.998
H 0.021 5.189 3.976 0.449
H -2.406 3.769 7.206 0.571
H -3.550 2.293 5.713 0.521
C 3.203 -5.276 -6.984 -0.605
C 2.787 -4.795 -5.769 -0.377
C 2.205 -5.606 -4.785 0.062
C 2.357 -6.967 -4.955 -0.204
C 3.018 -7.528 -6.064 -0.761
C 3.450 -6.692 -7.066 -0.317
N 1.770 -7.812 -3.808 0.980
O 2.150 -8.992 -3.666 -0.605
O 1.055 -7.298 -3.032 -0.494
H 3.581 -4.549 -7.688 0.401
H 2.817 -3.731 -5.585 0.447
H 1.721 -5.111 -3.956 0.644
H 3.099 -8.605 -6.035 0.452
H 4.133 -7.223 -7.712 0.364
C 7.155 -0.497 1.369 -0.164
C 8.448 -0.210 1.719 -0.726
C 8.831 1.038 2.035 -0.093
C 7.905 2.102 1.942 -0.569
C 6.544 1.722 1.664 0.005
C 6.150 0.444 1.321 -0.069
N 8.357 3.548 2.187 1.014
O 9.271 3.720 2.912 -0.575
O 7.610 4.406 1.723 -0.574
H 6.726 -1.439 1.063 0.283
H 9.239 -0.939 1.817 0.399
H 9.876 0.991 2.303 0.381
H 5.698 2.386 1.759 0.393
H 5.086 0.263 1.283 0.263
C 1.674 -6.302 -0.030 -0.674
C 1.544 -4.996 0.530 -1.006
C 2.582 -4.081 0.267 0.781
C 3.800 -4.453 -0.369 -0.518
C 3.894 -5.797 -0.812 -0.537
C 2.797 -6.716 -0.734 -0.798
N 4.871 -3.428 -0.495 0.975
O 5.973 -3.776 -0.912 -0.613
O 4.607 -2.204 -0.336 -0.265
H 0.842 -6.984 0.068 0.411
H 0.701 -4.875 1.195 0.356
H 2.431 -3.076 0.633 0.609
H 4.797 -6.222 -1.223 0.474
H 2.808 -7.700 -1.180 0.681
C 0.458 0.040 4.787 -0.228
C 1.381 0.364 3.818 -0.239
C 2.340 1.357 4.096 -0.417
C 2.351 2.049 5.374 -0.494
C 1.360 1.652 6.294 -0.294
C 0.394 0.703 6.049 -0.976
N 3.306 3.125 5.608 1.084
O 3.132 3.874 6.475 -0.612
O 4.315 3.047 4.965 -0.649
H -0.352 -0.650 4.601 0.683
H 1.255 -0.345 3.013 0.384
H 3.172 1.575 3.443 0.752
H 1.261 2.255 7.185 0.389
H -0.295 0.407 6.827 0.603
C -5.472 6.506 -5.148 -0.643
C -4.364 6.978 -4.615 -0.261
C -3.484 6.294 -3.745 -0.531
C -3.992 4.995 -3.437 0.270
C -5.137 4.448 -4.051 -0.523
C -5.870 5.219 -4.852 -0.265
N -3.164 4.147 -2.560 0.913
O -3.070 2.943 -2.749 -0.543
O -2.462 4.745 -1.655 -0.413
H -5.839 7.219 -5.871 0.356
H -3.995 7.951 -4.903 0.347
H -2.554 6.704 -3.381 0.449
H -5.258 3.378 -3.969 0.427
H -6.762 4.787 -5.280 0.430
O 5.816 0.573 -6.522 -0.903
P 5.511 1.121 -5.166 0.360
N 4.483 0.058 -4.221 0.650
C 3.120 -0.184 -4.628 -0.737
C 5.116 -1.031 -3.465 -0.748
N 4.678 2.591 -5.423 0.427
C 4.628 3.415 -6.594 -1.107
C 3.977 3.026 -4.349 -0.973
N 6.802 1.708 -4.162 0.293
C 8.146 2.177 -4.672 -1.039
C 6.756 1.588 -2.677 -1.078
H 3.003 -1.164 -5.092 0.012
H 2.717 0.596 -5.273 0.407
H 2.360 -0.179 -3.847 0.159
H 5.959 -0.807 -2.811 0.178
H 5.457 -1.824 -4.130 0.333
H 4.299 -1.427 -2.861 -0.015
H 4.974 2.977 -7.531 0.295
H 3.641 3.693 -6.963 0.302
H 5.260 4.243 -6.275 0.373
H 4.266 4.042 -4.078 0.503
H 2.893 2.923 -4.391 0.321
H 4.156 2.409 -3.468 -0.097
H 8.793 2.479 -3.849 0.369
H 8.527 1.367 -5.294 0.337
H 8.061 3.040 -5.334 0.278
H 5.695 1.511 -2.441 0.193
H 7.102 2.485 -2.164 0.514
H 7.363 0.699 -2.508 0.396
O 0.351 -1.552 0.902 -0.464
P -0.408 -0.847 -0.165 -1.695
N 0.603 0.449 -0.795 1.334
C 1.939 0.846 -0.222 -0.479
C 0.147 1.466 -1.792 0.024
N -1.921 -0.203 0.404 1.332
C -2.790 0.812 -0.257 -0.613
C -2.358 -0.471 1.744 0.128
N -0.829 -1.774 -1.525 0.930
C -2.000 -1.499 -2.359 -0.409
C 0.149 -2.764 -1.898 -0.899
H 2.519 1.455 -0.916 0.186
H 2.477 -0.038 0.119 -0.081
H 1.796 1.323 0.748 0.036
H -0.788 1.269 -2.315 0.240
H 0.855 1.565 -2.615 -0.074
H -0.053 2.477 -1.437 -0.379
H -3.163 1.531 0.472 0.467
H -2.324 1.362 -1.075 -0.346
H -3.632 0.244 -0.653 0.210
H -3.415 -0.715 1.859 0.429
H -1.756 -1.251 2.208 -0.673
H -2.201 0.350 2.445 -0.264
H -1.883 -1.904 -3.364 0.497
H -2.934 -1.872 -1.941 -0.032
H -2.175 -0.425 -2.301 0.058
H 0.398 -3.526 -1.159 -0.455
H 1.088 -2.212 -1.848 0.373
H -0.015 -3.164 -2.898 0.676
O -1.837 -2.353 6.880 -0.913
P -1.833 -3.450 5.867 -0.166
N -0.300 -3.649 5.204 0.683
C -0.073 -3.930 3.721 -1.794
C 0.810 -3.142 6.062 -1.189
N -2.948 -3.298 4.568 0.786
C -4.149 -2.514 4.807 -1.161
C -3.253 -4.479 3.664 -0.804
N -2.047 -4.930 6.623 0.348
C -1.667 -6.201 6.042 -0.726
C -2.939 -4.953 7.783 -1.143
H -0.445 -3.162 3.043 0.516
H -0.653 -4.831 3.517 0.353
H 0.962 -4.235 3.565 0.763
H 1.684 -3.136 5.411 0.381
H 1.063 -3.912 6.791 0.327
H 0.587 -2.236 6.626 0.298
H -3.870 -1.590 5.314 0.383
H -4.494 -2.149 3.839 0.273
H -5.011 -3.011 5.251 0.266
H -2.334 -5.051 3.539 0.247
H -3.840 -5.192 4.242 0.226
H -3.687 -4.146 2.721 0.287
H -0.642 -6.201 5.671 0.168
H -1.935 -6.923 6.813 0.380
H -2.289 -6.457 5.184 0.232
H -2.924 -4.217 8.588 0.278
H -2.698 -5.763 8.471 0.425
H -3.988 -4.991 7.491 0.353



80
Properties=species:S:1:pos:R:3:mulliken_charge:R:1 method="wB97M-V/def2-TZVPD" s2=0.75 charge=-1 lumo_ev="2.365 / 2.299" relative_energy_kcal_mol=0.0 spin_multiplicity=2 homo_lumo_gap_ev="1.5827 / 7.8167"
N -2.642 0.284 0.481 0.195
C -3.518 1.316 0.309 -0.566
C -4.363 1.393 1.374 -0.536
C -3.952 0.420 2.323 -0.577
C -2.922 -0.304 1.717 -0.610
H -1.972 -0.120 -0.158 0.256
H -3.406 1.917 -0.582 0.444
H -5.145 2.116 1.555 0.423
H -4.512 0.209 3.222 0.448
H -2.389 -1.156 2.113 0.520
N 1.402 -3.497 -5.774 0.091
C 1.947 -2.265 -5.499 -0.834
C 1.165 -1.298 -6.148 -0.419
C 0.221 -1.996 -6.920 -0.408
C 0.415 -3.416 -6.699 -0.664
H 1.889 -4.344 -5.518 0.247
H 2.830 -2.228 -4.878 0.479
H 1.188 -0.218 -6.176 0.570
H -0.495 -1.502 -7.559 0.445
H -0.147 -4.267 -7.056 0.399
N 0.862 3.985 -1.821 0.587
C 0.436 3.449 -2.930 -2.295
C -0.986 3.380 -2.872 -0.567
C -1.321 3.806 -1.614 -0.277
C -0.194 4.217 -0.990 -1.961
H 1.802 4.268 -1.581 0.757
H 1.149 3.225 -3.709 0.943
H -1.716 3.017 -3.581 0.675
H -2.343 3.798 -1.264 0.682
H 0.000 4.534 0.024 0.917
N -0.510 -0.261 5.902 -0.073
C 0.353 -1.135 6.525 -0.522
C 1.077 -1.835 5.573 -0.896
C 0.673 -1.389 4.353 -0.152
C -0.321 -0.402 4.522 -0.689
H -0.992 0.412 6.481 0.252
H 0.309 -1.160 7.604 0.408
H 1.794 -2.637 5.670 0.399
H 1.191 -1.606 3.431 0.579
H -0.812 0.241 3.806 0.714
N -0.926 5.050 2.842 0.287
C -0.614 3.681 2.616 -1.921
C 0.552 3.441 3.282 0.707
C 0.956 4.651 3.948 -1.029
C 0.037 5.631 3.611 -0.385
H -1.733 5.550 2.497 0.209
H -1.205 3.027 1.993 0.816
H 1.106 2.516 3.337 0.390
H 1.775 4.783 4.639 0.416
H -0.077 6.649 3.953 0.404
N 5.009 1.926 2.372 0.455
C 4.670 0.940 1.473 -1.503
C 3.494 0.335 1.868 0.042
C 3.151 0.862 3.138 -0.073
C 4.058 1.925 3.344 -1.236
H 5.747 2.594 2.208 0.438
H 5.266 0.621 0.630 0.358
H 2.968 -0.434 1.322 0.414
H 2.311 0.631 3.777 0.492
H 4.218 2.678 4.101 0.445
N 0.265 0.843 -1.466 0.548
C 0.429 0.451 -0.145 -1.096
C 0.313 -0.980 -0.229 -0.560
C 0.306 -1.403 -1.555 -0.822
C 0.261 -0.261 -2.302 -0.457
H 0.229 1.776 -1.851 0.515
H 0.544 1.176 0.647 0.430
H 0.468 -1.621 0.626 0.426
H 0.249 -2.434 -1.870 0.607
H 0.330 -0.133 -3.372 0.295
N -2.830 -5.547 -3.250 -0.019
C -2.865 -6.902 -3.451 -0.574
C -1.795 -7.521 -2.854 -0.415
C -0.985 -6.482 -2.312 -0.281
C -1.624 -5.269 -2.632 -0.445
H -3.488 -4.875 -3.616 0.233
H -3.662 -7.358 -4.018 0.380
H -1.557 -8.574 -2.833 0.394
H -0.066 -6.629 -1.766 0.410
H -1.328 -4.267 -2.361 0.324



95
Properties=species:S:1:pos:R:3:mulliken_charge:R:1 method="wB97M-V/def2-TZVPD" charge=+1 lumo_ev=-1.906 homo_lumo_gap_ev=9.1940
C 1.824 -1.967 -1.297 -0.890
C 1.880 -3.177 -0.756 0.080
N 2.506 -3.420 0.513 0.335
N 1.935 -4.181 1.469 -0.126
C 2.806 -4.193 2.470 0.036
N 3.914 -3.452 2.253 -0.829
C 3.663 -2.972 0.975 0.572
N 4.545 -2.166 0.396 -0.361
H 1.542 -1.807 -2.362 0.240
H 2.009 -1.090 -0.649 0.388
H 1.395 -4.025 -1.268 0.411
H 1.025 -4.651 1.432 0.278
H 2.638 -4.752 3.398 0.464
H 5.247 -1.759 1.001 0.251
H 4.546 -1.918 -0.584 0.252
C 5.869 -6.605 0.910 0.590
O 4.887 -6.589 0.184 -0.641
N 6.857 -7.534 0.791 -0.395
N 6.050 -5.686 1.901 -0.351
H 7.669 -7.563 1.377 0.161
H 6.751 -8.225 0.069 0.234
H 5.331 -4.993 2.003 0.186
H 6.843 -5.669 2.515 0.165
C -0.551 -0.898 -4.778 0.711
O 0.180 -1.761 -4.313 -0.673
N -1.888 -1.089 -4.957 -0.424
N -0.093 0.327 -5.155 -0.358
H -2.507 -0.390 -5.337 0.171
H -2.264 -1.981 -4.690 0.177
H 0.888 0.507 -5.038 0.200
H -0.679 1.047 -5.538 0.192
C -0.030 1.383 -0.743 0.690
O 1.046 1.007 -1.177 -0.672
N -0.146 2.404 0.154 -0.470
N -1.208 0.811 -1.121 -0.346
H -1.021 2.726 0.522 0.203
H 0.706 2.851 0.455 0.184
H -1.160 0.055 -1.782 0.186
H -2.105 1.102 -0.779 0.168
C -1.911 -4.635 2.097 0.696
O -1.019 -5.208 1.462 -0.803
N -1.668 -3.947 3.245 -0.273
N -3.199 -4.647 1.701 -0.274
H -2.378 -3.476 3.778 0.171
H -0.721 -3.919 3.571 0.110
H -3.414 -5.146 0.857 0.184
H -3.946 -4.190 2.196 0.198
C 0.918 6.180 -0.494 0.562
O 1.876 5.463 -0.242 -0.658
N -0.352 5.689 -0.630 -0.333
N 1.027 7.521 -0.659 -0.331
H -1.153 6.258 -0.836 0.199
H -0.472 4.698 -0.514 0.194
H 1.948 7.924 -0.567 0.219
H 0.251 8.123 -0.865 0.182
C -6.801 -3.052 1.262 0.590
O -5.807 -3.718 1.518 -0.655
N -8.035 -3.606 1.131 -0.398
N -6.753 -1.703 1.088 -0.367
H -8.863 -3.081 0.922 0.170
H -8.106 -4.601 1.253 0.217
H -5.857 -1.261 1.178 0.200
H -7.555 -1.139 0.878 0.177
C 5.068 7.188 -1.169 0.701
O 4.366 8.147 -0.885 -0.668
N 5.762 7.113 -2.340 -0.406
N 5.217 6.119 -0.342 -0.357
H 6.345 6.338 -2.594 0.154
H 5.676 7.886 -2.974 0.219
H 4.718 6.140 0.529 0.204
H 5.788 5.324 -0.556 0.161
C -1.602 -3.610 7.248 0.646
O -2.560 -3.669 6.496 -0.634
N -0.557 -4.486 7.173 -0.389
N -1.493 -2.667 8.225 -0.393
H 0.240 -4.458 7.781 0.169
H -0.606 -5.197 6.466 0.225
H -2.245 -2.006 8.310 0.223
H -0.715 -2.602 8.854 0.161
C -1.713 8.870 2.265 0.657
O -2.670 8.841 1.509 -0.654
N -0.697 7.965 2.189 -0.289
N -1.579 9.808 3.246 -0.387
H 0.102 7.966 2.795 0.155
H -0.766 7.262 1.475 0.133
H -2.311 10.490 3.329 0.224
H -0.801 9.849 3.876 0.165
C -4.018 0.207 -7.931 0.688
O -4.085 0.944 -6.957 -0.654
N -2.966 -0.634 -8.123 -0.345
N -4.981 0.166 -8.891 -0.395
H -2.874 -1.254 -8.906 0.167
H -2.245 -0.617 -7.426 0.153
H -5.770 0.776 -8.775 0.228
H -4.942 -0.432 -9.695 0.166